A 9-piece molecular cluster, C20H58N2O12 overall. Source: OMol25; level of theory: ωB97M-V with the def2-TZVPD basis set.

Geometry as XYZ:
```
92
C20H58N2O12 ωB97M-V with the def2-TZVPD basis set
C -32.841 51.112 -11.513
O -31.584 51.744 -11.123
C -30.780 51.940 -12.223
C -29.344 52.120 -11.711
N -28.374 52.305 -12.844
H -28.433 51.513 -13.280
H -28.816 52.985 -13.484
C -27.028 52.724 -12.447
C -26.197 52.925 -13.665
O -24.818 53.419 -13.281
C -24.011 53.630 -14.378
H -33.306 51.517 -12.378
H -33.548 51.365 -10.694
H -32.673 49.882 -11.686
H -31.146 52.658 -12.922
H -30.666 50.979 -12.811
H -29.121 51.076 -11.172
H -29.381 53.049 -11.076
H -26.408 51.987 -11.997
H -27.082 53.788 -12.099
H -26.562 53.587 -14.300
H -26.111 51.998 -14.240
H -24.159 54.309 -15.067
H -23.905 52.661 -14.926
H -23.087 54.235 -14.051
N -25.012 53.098 -17.812
O -23.805 52.849 -17.978
O -25.675 52.409 -17.067
O -25.392 54.229 -18.249
C -19.041 54.160 -18.501
C -20.546 53.989 -18.469
O -20.974 52.802 -17.769
H -18.576 54.282 -17.636
H -18.493 54.934 -18.912
H -18.641 53.203 -18.946
H -20.732 53.880 -19.475
H -21.052 54.764 -18.346
H -22.066 52.836 -17.913
C -22.471 57.923 -17.031
C -23.495 56.767 -16.945
O -23.646 56.286 -18.202
H -22.619 58.766 -17.617
H -21.469 57.668 -17.309
H -22.229 58.393 -15.949
H -24.531 57.071 -16.607
H -23.209 56.037 -16.111
H -23.894 55.337 -18.219
C -26.405 57.588 -21.679
C -26.227 56.791 -20.391
O -25.797 55.522 -20.763
H -25.577 57.535 -22.272
H -26.699 58.632 -21.440
H -27.271 57.050 -22.346
H -27.297 56.885 -19.941
H -25.673 57.171 -19.643
H -25.674 55.124 -19.843
C -22.227 48.148 -16.458
C -22.923 49.512 -16.397
O -23.738 49.802 -17.476
H -22.908 47.459 -16.374
H -21.514 48.065 -15.515
H -21.838 47.962 -17.381
H -21.968 50.033 -16.228
H -23.503 49.504 -15.628
H -24.096 50.738 -17.358
C -30.128 53.680 -18.830
C -28.777 53.154 -18.704
O -28.394 53.613 -17.483
H -30.476 53.445 -19.856
H -30.352 54.755 -18.727
H -30.761 53.209 -18.090
H -28.026 53.471 -19.235
H -28.601 52.037 -18.784
H -27.470 53.205 -17.493
C -28.814 50.556 -16.258
C -28.342 49.442 -15.302
O -28.030 49.845 -14.020
H -29.697 50.810 -15.866
H -28.827 50.325 -17.214
H -28.029 51.228 -16.300
H -27.499 49.045 -15.836
H -28.990 48.446 -15.317
H -27.832 49.141 -13.619
C -27.224 49.816 -20.664
C -26.215 50.013 -19.576
O -25.360 48.947 -19.477
H -26.765 49.758 -21.719
H -27.808 50.706 -20.642
H -27.856 48.938 -20.587
H -26.686 50.182 -18.495
H -25.700 50.918 -19.727
H -24.845 49.084 -18.642
```

As for the multiplicity: 1. As for the LUMO energy: -0.77 eV. The HOMO energy is -8.70 eV. The value obtained for the energy relative to the best compared isomer or geometry (same formula, charge and spin) is 61.1 kcal per mole. The calculation puts the max |F| at 10.4 eV Å⁻¹. The HOMO-LUMO gap is 7.93 eV.

Which charges does Mulliken predict for the atoms? In e, they are: C -0.71; O -0.35; C -0.55; C -0.42; N 0.53; H -0.27; H 0.45; C -0.57; C -0.87; O -0.43; C -0.55; H 0.34; H 0.29; H 0.24; H 0.46; H 0.30; H 0.25; H 0.33; H 0.32; H 0.35; H 0.81; H 0.26; H 0.21; H 0.21; H 0.33; N 0.60; O -0.91; O 0.28; O -0.91; C -1.65; C 0.01; O -0.54; H 0.49; H 0.48; H 0.26; H 0.33; H 0.28; H 0.55; C -1.37; C 0.56; O -0.58; H 0.41; H 0.31; H 0.29; H 0.33; H -0.26; H 0.32; C -1.30; C 0.13; O -0.52; H 0.42; H 0.35; H 0.21; H 0.14; H 0.25; H 0.49; C -1.70; C -0.23; O -0.51; H 0.53; H 0.30; H 0.44; H 0.14; H 0.56; H 0.21; C -1.47; C 0.63; O -0.59; H 0.38; H 0.33; H 0.31; H 0.48; H -0.32; H -0.02; C -1.55; C -0.63; O -0.36; H 0.58; H 0.87; H 0.18; H 0.35; H 0.35; H 0.17; C -1.33; C 0.86; O -0.58; H 0.33; H 0.33; H 0.33; H -0.33; H 0.04; H 0.52


A 3-piece molecular cluster, C3H11NO3 overall. Source: OMol25; level of theory: ωB97M-V with the def2-TZVPD basis set.

Geometry as XYZ:
```
18
C3H11NO3 ωB97M-V with the def2-TZVPD basis set
C -1.251 1.920 0.708
C -0.390 0.672 0.508
C -0.212 0.288 -0.943
N 0.401 1.213 -1.742
O -0.580 -0.792 -1.378
H -2.313 1.684 0.701
H -0.997 2.598 -0.099
H -0.983 2.410 1.642
H 0.617 0.830 0.934
H -0.589 -0.259 1.029
H 0.873 1.966 -1.272
H 0.225 1.272 -2.721
O 2.073 -1.004 1.756
H 1.653 -1.377 1.000
H 1.905 -1.614 2.483
O -0.042 -3.438 -0.509
H -0.582 -3.776 -1.217
H 0.192 -2.591 -0.879
```

As for the multiplicity: 1. As for the LUMO energy: 0.73 eV. The SMILES is CCC(N)=O.O.O. The HOMO energy is -10.05 eV. The value obtained for the energy relative to the best compared isomer or geometry (same formula, charge and spin) is 14.6 kcal per mole. The calculation puts the max |F| at 1.6 eV Å⁻¹. The HOMO-LUMO gap is 10.78 eV.

Which charges does Mulliken predict for the atoms? In e, they are: C -1.04; C -0.47; C 0.58; N -0.41; O -0.67; H 0.29; H 0.29; H 0.33; H 0.41; H 0.26; H 0.22; H 0.21; O -0.65; H 0.31; H 0.32; O -0.63; H 0.29; H 0.36


A 15-piece molecular cluster, C38H90O23S11 overall. Source: OMol25; level of theory: ωB97M-V with the def2-TZVPD basis set.

Geometry as XYZ:
```
162
C38H90O23S11 ωB97M-V with the def2-TZVPD basis set
C -2.134 7.188 -2.350
C -3.082 5.975 -2.643
C -2.315 4.639 -2.844
O -3.129 3.705 -2.138
C -3.839 4.419 -1.266
O -4.533 3.885 -0.438
O -3.707 5.723 -1.437
H -2.668 8.048 -1.944
H -1.636 7.444 -3.285
H -1.356 6.905 -1.641
H -3.878 6.149 -3.367
H -1.301 4.651 -2.444
H -2.260 4.492 -3.923
C 1.292 2.762 -2.604
C 2.055 4.068 -2.887
C 1.188 5.016 -3.668
O 1.273 6.241 -3.007
C 1.662 6.019 -1.730
O 1.683 6.884 -0.832
O 2.062 4.779 -1.598
H 0.329 2.982 -2.142
H 1.807 1.971 -2.061
H 1.174 2.333 -3.599
H 3.102 3.907 -3.142
H 0.152 4.689 -3.764
H 1.586 5.108 -4.678
C -3.689 2.829 2.554
C -3.120 1.741 3.437
C -2.033 2.197 4.352
O -2.214 1.426 5.490
C -3.523 1.097 5.576
O -4.017 0.749 6.584
O -4.092 1.266 4.387
H -4.354 2.329 1.850
H -2.979 3.358 1.919
H -4.356 3.508 3.086
H -2.788 0.924 2.796
H -2.083 3.243 4.656
H -1.055 1.980 3.923
C -1.664 1.410 -0.725
C -0.860 0.673 0.288
C -1.100 -0.850 0.268
O 0.200 -1.293 0.413
C 1.130 -0.362 0.257
O 2.326 -0.353 0.522
O 0.551 0.714 -0.069
H -2.673 1.374 -0.314
H -1.606 0.965 -1.718
H -1.404 2.469 -0.732
H -0.895 1.200 1.241
H -1.569 -1.160 -0.666
H -1.791 -1.170 1.048
C -6.350 0.703 -0.632
S -5.364 -0.788 -1.146
O -3.995 -0.463 -1.685
C -4.929 -1.284 0.539
H -5.831 1.363 0.063
H -7.399 0.510 -0.408
H -6.338 1.322 -1.530
H -4.277 -2.153 0.448
H -5.855 -1.498 1.072
H -4.474 -0.403 0.991
C -3.854 -5.975 -3.276
S -2.880 -4.852 -2.197
O -1.405 -4.983 -2.610
C -3.387 -3.244 -3.029
H -4.943 -5.931 -3.306
H -3.722 -7.008 -2.956
H -3.547 -5.893 -4.319
H -4.452 -3.029 -2.948
H -3.177 -3.195 -4.097
H -2.777 -2.469 -2.565
C 1.335 -2.030 3.965
S 0.676 -0.351 4.365
O -0.842 -0.474 4.095
C 0.726 -0.529 6.252
H 0.825 -2.801 4.542
H 2.387 -2.242 4.157
H 1.040 -2.218 2.933
H 0.071 0.172 6.769
H 1.755 -0.379 6.577
H 0.446 -1.520 6.609
C 2.090 2.089 2.555
S 1.099 3.398 1.824
O 0.035 3.826 2.843
C 2.546 4.568 1.942
H 3.057 1.986 2.061
H 1.432 1.221 2.568
H 2.331 2.234 3.608
H 3.475 4.228 1.484
H 2.606 4.904 2.978
H 2.269 5.460 1.381
C 0.411 -4.559 0.397
S 0.554 -6.207 -0.390
O 0.979 -5.952 -1.847
C 1.943 -6.851 0.609
H 0.452 -4.544 1.486
H -0.512 -4.125 0.013
H 1.140 -3.897 -0.071
H 2.277 -7.864 0.388
H 1.636 -6.687 1.643
H 2.862 -6.305 0.399
C 4.797 -2.522 -1.646
S 3.909 -3.998 -0.980
O 3.161 -4.743 -2.117
C 5.453 -4.955 -0.750
H 5.220 -2.595 -2.649
H 5.638 -2.271 -0.999
H 4.152 -1.663 -1.465
H 6.093 -4.602 0.059
H 5.937 -4.857 -1.721
H 5.252 -6.006 -0.540
C 4.830 -1.002 3.026
S 4.995 0.466 4.088
O 3.982 0.286 5.237
C 6.544 -0.060 5.045
H 5.101 -1.900 3.581
H 5.609 -1.006 2.264
H 3.831 -1.140 2.614
H 6.764 0.778 5.707
H 7.347 -0.156 4.314
H 6.260 -0.964 5.583
C 0.464 -1.035 -3.494
S 1.551 -2.461 -3.126
O 0.728 -3.761 -3.378
C 2.536 -2.260 -4.587
H -0.297 -1.170 -2.725
H -0.027 -0.925 -4.460
H 1.081 -0.148 -3.346
H 3.022 -1.288 -4.671
H 1.948 -2.517 -5.468
H 3.368 -2.954 -4.472
C 6.950 0.849 -0.494
S 5.597 1.521 0.658
O 6.042 2.910 1.142
C 4.311 1.887 -0.649
H 7.877 0.818 0.079
H 6.905 1.543 -1.333
H 6.709 -0.160 -0.829
H 3.609 1.096 -0.915
H 4.787 2.288 -1.544
H 3.729 2.705 -0.223
C -1.816 -4.657 3.976
S -2.167 -3.129 3.008
O -2.571 -3.588 1.585
C -3.617 -2.593 3.968
H -0.810 -5.046 3.814
H -2.549 -5.387 3.633
H -1.950 -4.586 5.055
H -3.298 -2.339 4.979
H -4.393 -3.357 3.997
H -4.133 -1.673 3.693
C -4.520 0.950 -4.267
S -3.575 -0.446 -5.071
O -4.115 -0.916 -6.464
C -2.226 0.706 -5.417
H -3.932 1.492 -3.526
H -5.334 0.475 -3.718
H -4.915 1.568 -5.073
H -2.634 1.612 -5.865
H -1.509 0.336 -6.149
H -1.717 1.025 -4.507
```

As for the multiplicity: 2. As for the LUMO energy (spin up / spin down): -2.28 / -5.86 eV. The HOMO energy (spin up / spin down) is -10.66 / -10.64 eV. Its expectation value of S² is 0.757. The calculation puts the max |F| at 4.5 eV Å⁻¹. Its total charge is +1. The HOMO-LUMO gap (spin up / spin down) is 8.37 / 4.78 eV.

These are the Mulliken partial charges, in e, on atoms 1 to 99: C -1.22; C 0.11; C 0.11; O 0.12; C 0.27; O -0.53; O -0.34; H 0.38; H 0.38; H 0.20; H 0.38; H -0.46; H 0.54; C 0.28; C 0.25; C -0.27; O -0.37; C 0.59; O -0.63; O -0.06; H -0.32; H -0.48; H 0.37; H 0.44; H 0.00; H 0.43; C -1.52; C 2.21; C 0.08; O -0.31; C 0.55; O -0.58; O -0.52; H -0.01; H 0.29; H 0.41; H -0.61; H 0.39; H -0.43; C -0.94; C 1.19; C 1.88; O 0.45; C -0.19; O -0.37; O 0.71; H 0.14; H -0.17; H 0.27; H -0.35; H -1.39; H -0.87; C -0.70; S 0.34; O -0.37; C -0.25; H -0.02; H 0.44; H 0.32; H 0.18; H 0.61; H -0.40; C -1.24; S 0.71; O -0.59; C -0.87; H 0.40; H 0.38; H 0.35; H 0.47; H 0.60; H -0.16; C -0.72; S 0.89; O -0.62; C -1.23; H 0.44; H 0.46; H -0.26; H 0.38; H 0.33; H 0.38; C 0.24; S 0.85; O -0.71; C -1.11; H -0.22; H -1.13; H 0.78; H 0.19; H 0.47; H 0.36; C 0.36; S 0.58; O -0.09; C -0.58; H 0.41; H -0.28; H -0.24


max |F| of number 1 (C20H58N2O12)? 10.4 eV Å⁻¹


Look up the max |F| of the third one. 4.5 eV Å⁻¹


What is the max |F| in the first record? 10.4 eV Å⁻¹